# 1
The following is a quantum chemistry calculation of one molecule with the formula C18H16N4O4, from the Open Molecules 2025 dataset.

XYZ file:
```
42
Properties=species:S:1:pos:R:3:forces:R:3:mulliken_charge:R:1
C 2.266439 0.695674 -2.144323 -0.1 0.3 0.0 -1.1767
C 2.682536 0.854881 -0.715284 -0.4 0.5 -0.6 0.7608
N 2.289130 1.790591 0.049150 0.0 0.3 0.9 -0.5188
O 1.459468 2.768840 -0.528346 0.3 -0.4 -0.8 -0.2825
C 0.730066 3.417455 0.489067 0.0 0.0 0.4 -0.2946
C -0.554737 2.651446 0.811924 0.3 0.0 0.0 0.4371
O -1.056193 2.568685 1.903274 -0.1 0.0 0.2 -0.6458
N -1.082438 2.097461 -0.316745 -0.4 -0.4 -0.7 -0.5924
N -2.154350 1.218296 -0.242597 0.7 0.5 0.2 0.2897
C -3.388363 1.793655 0.065520 -0.2 0.2 -0.1 0.4401
O -3.565881 2.981588 0.099196 0.0 0.1 0.1 -0.6009
N -4.382597 0.879013 0.296610 -0.3 0.1 0.2 -0.0813
C -4.245879 -0.484711 0.193564 0.4 -0.5 -0.2 0.3160
C -5.315830 -1.340428 0.452088 0.0 0.0 0.0 -0.7041
C -5.151155 -2.703939 0.322714 0.0 0.1 0.0 -0.4587
C -3.926760 -3.239298 -0.065161 0.1 -0.1 0.0 -0.7018
C -2.863478 -2.402053 -0.322060 -0.1 0.2 0.0 -0.5045
C -3.012332 -1.020215 -0.196880 -0.4 -0.2 0.1 0.4193
C -1.877885 -0.133113 -0.441167 0.3 0.1 -0.1 0.7416
O -0.772944 -0.476284 -0.803317 -0.1 -0.1 0.1 -0.6311
H -1.899185 -2.783665 -0.620092 0.1 0.0 0.0 0.4594
H -3.812572 -4.307372 -0.162076 0.0 -0.1 0.0 0.4108
H -5.983347 -3.360874 0.525439 -0.1 0.0 0.0 0.3944
H -6.266460 -0.926551 0.753450 -0.1 0.0 0.0 0.3770
H -5.279811 1.266725 0.557325 0.2 0.1 -0.1 0.2393
H -0.500234 2.030674 -1.144634 -0.2 -0.1 0.2 0.3515
H 0.470386 4.410434 0.111697 0.0 -0.1 0.0 0.2599
H 1.329563 3.509155 1.399329 -0.1 0.0 -0.1 0.3650
C 3.551084 -0.147892 -0.081277 0.2 -0.3 0.4 0.5554
C 3.324100 -0.506403 1.247006 0.0 0.0 -0.1 -0.4306
C 4.122299 -1.448828 1.865673 0.0 0.0 0.1 -0.5910
C 5.164869 -2.041783 1.171691 0.0 0.0 0.0 -0.3986
C 5.406060 -1.682386 -0.143231 0.1 -0.1 0.0 -0.6499
C 4.604539 -0.744532 -0.768582 -0.1 0.1 0.0 -0.4062
H 4.823192 -0.459207 -1.787134 0.0 0.0 -0.1 0.3286
H 6.224457 -2.133409 -0.685514 0.1 0.0 0.0 0.3801
H 5.789564 -2.778698 1.654725 0.0 -0.1 0.0 0.3814
H 3.932244 -1.723563 2.892821 0.0 0.0 0.1 0.3777
H 2.508399 -0.040058 1.776378 -0.1 0.0 0.1 0.4489
H 2.952490 0.069004 -2.704024 0.0 0.0 0.0 0.4330
H 1.286950 0.212948 -2.142920 0.0 0.0 -0.1 0.1628
H 2.174584 1.668746 -2.623297 0.0 0.0 -0.1 0.3396
```
Positions in Å, forces in eV/Å.

Results
- energy relative to the best compared isomer or geometry (same formula, charge and spin) (kcal/mol) = 15.9
- gap between HOMO and LUMO (hartree) = 0.3286
- E_tot (Ha) = -1215.511769

---

# 2
The following is a quantum chemistry calculation of one molecule with the formula C18H16N4OS2 at a distorted geometry, from the Open Molecules 2025 dataset.

XYZ file:
```
41
Properties=species:S:1:pos:R:3:forces:R:3:mulliken_charge:R:1
N -1.712417 -2.514153 0.693358 -3.3 -2.7 -0.2 -0.6153
N 1.103774 -3.660179 -0.971151 -1.3 -2.9 -2.3 -0.5370
O 0.300928 4.829725 3.134381 1.5 -0.2 -0.5 -0.5403
S -1.276919 -4.876009 -0.506721 -0.6 1.8 0.4 -0.1393
S -3.998447 -4.053026 0.675524 -0.5 0.4 -0.9 -0.0811
C -2.325736 -3.670113 0.329735 2.1 2.1 0.9 0.2708
C -0.104616 -3.582707 -0.533819 2.4 0.3 1.5 0.1384
C 0.095901 1.646014 -0.617016 -0.3 -0.2 -0.4 0.0167
C -0.175295 3.886247 0.254581 -0.7 -0.7 2.8 -0.5136
C -0.590378 2.018921 1.618265 -1.1 -0.8 1.6 -0.0820
C 4.177844 -2.054101 -1.478099 -0.8 0.4 0.0 -0.3055
C 4.047828 -0.842952 -0.677379 -3.2 -1.9 -0.9 -1.0141
C -0.427580 -2.465157 0.267654 -1.4 -0.9 -1.1 0.7978
C 0.062482 3.062369 -0.806699 0.0 -0.3 -0.5 0.6222
C -0.269008 1.097951 0.611290 1.0 4.5 -1.0 -0.2514
C -0.581719 3.397816 1.542640 1.8 -2.9 -5.7 -0.7411
C 3.158059 -2.975656 -1.625583 0.5 1.9 0.6 -0.7298
C 2.726169 -0.552972 -0.162293 4.1 -0.2 -0.8 -0.2346
C 0.353537 -1.333198 0.337211 -0.1 1.8 -0.9 -0.3403
C 1.928379 -2.640248 -1.014308 0.3 -0.1 1.1 0.4180
C 1.649708 -1.424666 -0.317658 -0.5 -0.2 0.4 0.2405
N 0.100271 3.732626 -2.041877 0.7 0.5 -0.5 -0.5779
N -0.327938 -0.201864 0.893762 0.5 -5.1 0.5 -0.1649
C -4.779391 -3.254219 -0.811881 0.8 0.1 -0.4 -0.8483
C -0.873354 4.235647 2.621039 -2.2 -0.1 2.7 -0.4700
H 1.104279 4.300853 2.793530 -2.1 1.2 0.7 0.3723
H 0.244975 0.885519 -1.383739 0.2 0.7 -0.4 0.5498
H -0.127122 4.931720 0.151082 0.0 1.3 -0.4 0.3366
H -0.996798 1.543445 2.511261 0.3 0.2 0.3 0.2349
H 5.035712 -2.235844 -2.085693 1.0 0.0 0.2 0.3852
H 4.931464 -0.232973 -0.570889 -0.3 0.3 0.3 0.4142
H 3.192830 -3.943234 -2.140380 0.2 0.6 0.2 0.4318
H 2.738249 0.273577 0.489045 -0.7 1.1 0.6 0.5374
H 0.195086 4.784455 -1.995774 0.0 -2.1 0.0 0.2387
H 0.676469 3.299213 -2.758255 -0.2 0.3 0.2 0.2336
H -1.209978 -0.568271 1.276854 0.5 0.6 0.0 0.4289
H -4.576845 -2.177572 -0.817712 0.1 -0.3 0.1 0.2826
H -5.834141 -3.385712 -0.767565 -0.9 -0.2 0.6 0.3486
H -4.526753 -3.686506 -1.799945 0.5 0.0 0.8 0.2898
H -1.360486 3.540640 3.357218 0.5 0.8 0.1 0.2638
H -1.749026 4.864596 2.326006 1.3 0.8 0.4 0.3336
```
Positions in Å, forces in eV/Å.

Results
- energy relative to the best compared isomer or geometry (same formula, charge and spin) (kcal/mol) = 57.9
- gap between HOMO and LUMO (hartree) = 0.2580
- E_tot (Ha) = -1786.090293

---

# 3
The following is a quantum chemistry calculation of one molecule with the formula C18H16N6O at a distorted geometry, from the Open Molecules 2025 dataset.

XYZ file:
```
41
Properties=species:S:1:pos:R:3:forces:R:3:mulliken_charge:R:1
N 1.350692 -0.475212 0.599853 0.4 1.9 -0.9 0.2419
N 0.513955 -1.366112 0.562941 -0.9 -3.0 0.7 -0.4179
N -1.665762 -2.218461 -0.002191 -1.3 1.4 -1.3 -0.5205
N -2.967763 -2.011654 -0.541896 2.5 1.8 1.2 -0.4503
N -1.248083 0.126790 -0.066417 0.1 0.7 -1.1 -0.5524
O 6.338415 -0.815619 0.205393 -1.1 1.5 -1.9 -0.2770
C 7.274159 -1.668191 -0.157069 2.7 -1.5 -1.2 -0.4238
C 7.405335 -2.623167 0.821686 3.0 -1.5 -0.8 -0.1725
C 6.553629 -2.254539 1.875536 -0.7 -0.6 -0.1 -0.6303
C 5.810226 -1.232041 1.317333 1.0 -1.0 4.7 0.5065
C 2.594269 -0.862268 1.104179 1.2 -1.4 1.6 -0.4206
C 3.715787 -0.085993 1.162172 -2.3 -0.8 -0.4 0.6644
C -0.826311 -1.133358 0.151585 -2.5 1.2 -1.1 0.3139
C -3.327473 -0.705311 -0.833832 1.1 -5.4 0.1 0.9545
C -2.431299 0.288932 -0.661094 1.0 1.8 1.9 0.3264
C -6.899925 0.029501 -1.710853 -0.9 -1.3 -0.1 -0.6529
C -5.829742 -0.795854 -1.487852 2.4 1.6 0.1 -0.6432
C -6.758265 1.416611 -1.509864 -1.2 0.0 -0.5 -0.4249
C -4.550366 -0.153510 -1.240056 -4.4 -2.7 -0.8 0.0826
C -4.458061 1.216574 -1.199685 0.3 -0.4 0.3 0.3036
C -5.539637 2.073741 -1.216323 -2.6 -3.6 -1.4 0.5102
N -3.160718 1.452482 -0.905506 4.7 3.8 1.1 -0.0832
C 3.712335 1.120576 0.318422 -2.2 -0.1 -0.6 -1.3702
C 4.868558 -0.391939 2.064466 -0.6 1.4 -0.6 -0.7500
C -5.562282 3.407846 -0.766405 -0.2 2.1 2.1 -1.5602
H 7.911256 -1.415658 -1.060641 -1.3 -0.5 1.3 0.3288
H 8.173971 -3.499297 0.837300 -1.6 1.9 -0.2 0.2680
H 6.605512 -2.706298 2.898383 -0.7 0.6 -1.3 0.3399
H 2.635881 -1.866852 1.588581 -0.3 0.8 -0.2 0.3694
H -7.870354 -0.525609 -1.985237 1.3 1.6 0.5 0.2671
H -5.885515 -1.855231 -1.533446 -0.1 -0.7 0.0 0.4831
H -7.757499 1.921166 -1.588435 1.4 0.2 0.2 0.2887
H -2.679061 2.397135 -0.793547 -1.2 -1.9 -0.2 0.2754
H 3.400850 0.837235 -0.715871 0.1 0.4 0.8 0.3072
H 2.855749 1.677040 0.800590 1.1 0.4 -1.0 0.3430
H 4.640300 1.616801 0.227326 0.9 0.8 0.4 0.4562
H 4.526764 -0.855980 2.995035 0.3 -0.1 -0.3 0.3347
H 5.338723 0.601139 2.286094 -0.2 -0.8 0.1 0.3176
H -4.596997 3.856206 -0.789292 0.8 0.6 0.3 0.3654
H -6.206433 4.039674 -1.310050 -0.8 0.7 -1.0 0.4347
H -6.004818 3.438703 0.258686 0.7 0.1 -0.4 0.2668
```
Positions in Å, forces in eV/Å.

Results
- energy relative to the best compared isomer or geometry (same formula, charge and spin) (kcal/mol) = 159.4
- gap between HOMO and LUMO (hartree) = 0.2739
- E_tot (Ha) = -1099.102265